Entry 1:
Entry from the OMol25 dataset: a molecular structure, C4H6N2O (the ωB97M-V functional and the def2-TZVPD basis).

Last column: Mulliken charge in e.
CARTESIAN COORDINATES (ANGSTROEM)
C 0.20454 1.28936 1.93863  -0.968
C 0.15582 0.67238 0.56965  0.810
N -0.47041 1.30947 -0.37481  -0.348
O -0.54770 0.46191 -1.46503  -0.199
C 0.00711 -0.73508 -1.07121  0.585
N -0.30160 -1.88802 -1.77111  -0.485
C 0.58420 -0.69849 0.20699  -0.915
H -0.56251 2.06543 2.02590  0.329
H 0.02125 0.53281 2.70944  0.294
H 1.17991 1.73873 2.14225  0.222
H -0.48394 -1.75965 -2.75501  0.287
H -1.09277 -2.32268 -1.30818  0.288
H 1.31073 -0.62625 -0.89432  0.100

LUMO energy in eV: 0.49
Net charge: 0
ΔE to the lowest compared entry with this formula, charge and spin in eV: 5.081

---

Entry 2:
Entry from the OMol25 dataset: a single C4H6N2O molecule (the ωB97M-V functional and the def2-TZVPD basis).

Last column: Mulliken charge in e.
CARTESIAN COORDINATES (ANGSTROEM)
N 1.53675 1.28370 -1.00274  -0.521
C 0.56026 0.48658 -0.43485  0.936
C 0.62376 -0.49424 0.48142  -0.937
C -0.73502 -1.15317 0.51400  0.274
O -1.24072 -1.54358 1.75403  -0.497
N -1.62563 -0.28998 -0.27995  -0.570
C -0.86104 0.55447 -0.85841  -0.430
H 1.21501 2.15477 -1.39999  0.231
H 2.38148 1.39574 -0.46190  0.239
H 1.49137 -0.86001 1.01808  0.336
H -0.69238 -2.07801 -0.07670  0.257
H -1.28439 -0.76574 2.32312  0.330
H -1.24066 1.25942 -1.59974  0.353

LUMO energy in eV: 0.66
Net charge: 0
ΔE to the lowest compared entry with this formula, charge and spin in eV: 1.525

---

Entry 3:
Entry from the OMol25 dataset: a single C4H6N2O molecule (the ωB97M-V functional and the def2-TZVPD basis).

Last column: Mulliken charge in e.
CARTESIAN COORDINATES (ANGSTROEM)
C -2.15336 0.06883 -0.24976  -1.265
C -0.71844 -0.36070 -0.04646  -0.279
O 0.04030 0.82861 0.28885  -0.257
C 1.27841 0.70983 0.69072  0.318
N 1.98229 -0.43697 0.70914  -0.363
C 2.73878 0.71148 0.08221  0.355
N 3.63064 1.11301 -0.57552  -0.494
H -2.22129 0.81734 -1.04340  0.321
H -2.76220 -0.79513 -0.53267  0.377
H -2.56019 0.49701 0.67030  0.318
H -0.29556 -0.79463 -0.96037  0.335
H -0.62683 -1.08567 0.77094  0.372
H 1.66745 -1.27303 0.19602  0.262

LUMO energy (spin up / spin down) in eV: 0.11 / 0.11
Net charge: 0
ΔE to the lowest compared entry with this formula, charge and spin in eV: 5.137

---

Entry 4:
Entry from the OMol25 dataset: 2 unconnected molecules or ions with the total composition C4H6N2O (the ωB97M-V functional and the def2-TZVPD basis).

Last column: Mulliken charge in e.
CARTESIAN COORDINATES (ANGSTROEM)
C -0.11523 -2.27845 0.44690  -0.146
C -1.05866 -1.50417 -0.35863  -0.086
N -0.74661 -0.37973 -0.99645  -0.500
C 0.58913 -0.09181 -0.99800  -0.118
C 1.53012 -0.85528 -0.26628  -0.069
N 1.23116 -1.99796 0.41929  -0.487
H -0.37455 -3.23829 0.91282  0.345
H -2.10880 -1.82020 -0.41248  0.343
H 0.89409 0.79721 -1.56567  0.355
H 2.58839 -0.57175 -0.19362  0.365
O -0.67151 3.72934 1.28499  -0.647
H -0.69153 3.58988 0.31113  0.321
H -1.06604 4.62121 1.41600  0.325

LUMO energy in eV: 0.29
Net charge: 0
ΔE to the lowest compared entry with this formula, charge and spin in eV: 1.507

---

Entry 5:
Entry from the OMol25 dataset: a single C4H6N2O molecule (the ωB97M-V functional and the def2-TZVPD basis).

Last column: Mulliken charge in e.
CARTESIAN COORDINATES (ANGSTROEM)
H -1.23234 -2.31436 -0.24694  0.193
N -0.91110 -1.36501 -0.34408  -0.464
C 0.26575 -1.14151 -0.75645  -0.034
C 0.70270 0.28644 -0.55057  0.435
C 1.89910 0.56302 -0.03094  -0.870
N -0.42359 1.12747 -0.47629  -0.639
C -1.05304 0.69722 0.55148  0.075
O -2.32376 0.93164 0.86154  -0.438
H 0.96896 -1.90812 -1.09308  0.399
H 2.04634 1.52936 0.44168  0.288
H 2.69454 -0.17297 0.03233  0.268
H -0.53278 0.17182 1.35325  0.428
H -2.66057 1.60090 0.25880  0.361

LUMO energy in eV: 0.84
Net charge: 0
ΔE to the lowest compared entry with this formula, charge and spin in eV: 2.812

---

Entry 6:
Entry from the OMol25 dataset: 2 unconnected molecules or ions with the total composition C4H6N2O (the ωB97M-V functional and the def2-TZVPD basis).

Last column: Mulliken charge in e.
CARTESIAN COORDINATES (ANGSTROEM)
C -1.69913 0.36794 0.47001  -0.462
O -1.73643 0.32310 -0.96855  -0.265
C -0.64155 0.70321 -1.58603  0.226
N 0.37126 1.24521 -1.16286  0.386
N 1.58479 1.47978 -0.98244  -0.789
C 1.71925 -1.37016 0.32345  -0.400
C 1.26839 -2.34502 0.86875  -0.414
H -2.67381 0.01705 0.80929  0.233
H -0.90111 -0.28504 0.83736  0.131
H -1.53036 1.39924 0.79849  0.282
H 1.71788 2.49695 -0.99570  0.227
H 2.10547 -0.48544 -0.15377  0.483
H 0.88361 -3.22076 1.34398  0.363

LUMO energy in eV: 0.20
Net charge: 0
ΔE to the lowest compared entry with this formula, charge and spin in eV: 6.571

---

Entry 7:
Entry from the OMol25 dataset: a single C4H6N2O molecule (the ωB97M-V functional and the def2-TZVPD basis).

Last column: Mulliken charge in e.
CARTESIAN COORDINATES (ANGSTROEM)
H -0.96712 2.39240 -1.41931  0.241
N -0.58216 1.74844 -0.73979  -0.644
C -1.14577 0.61667 -0.61545  0.757
C -2.39084 0.22849 -1.29314  0.103
N -3.36186 0.07524 -1.89963  -0.344
O -0.60409 -0.36724 0.12251  -0.338
C 0.75120 -0.05779 0.55698  -0.235
C 1.67597 -1.24338 0.53133  -1.099
H 1.12708 0.69796 -0.15304  0.338
H 0.66881 0.40869 1.54926  0.271
H 1.73798 -1.73284 -0.44942  0.305
H 2.68942 -0.89173 0.77824  0.346
H 1.32823 -1.92593 1.28945  0.299

LUMO energy in eV: 0.51
Net charge: 0
ΔE to the lowest compared entry with this formula, charge and spin in eV: 1.745

---

Entry 8:
Entry from the OMol25 dataset: a molecular structure, C4H6N2O (the ωB97M-V functional and the def2-TZVPD basis).

Last column: Mulliken charge in e.
CARTESIAN COORDINATES (ANGSTROEM)
N -1.77517 0.83904 -0.08065  -0.581
C -0.37643 0.59925 -0.00915  0.701
C 0.03283 -0.78529 0.16853  0.114
O -0.70874 -1.88665 0.34984  -0.543
N 1.35721 -0.79962 -0.02144  -0.019
C 1.76542 0.52403 -0.32816  -0.231
C 0.75486 1.44870 -0.35636  -1.112
H -2.09875 0.71954 -1.03535  0.265
H -1.95618 1.80432 0.16452  0.335
H -1.64026 -1.60745 0.36178  0.365
H 1.93108 -1.62000 0.07751  0.212
H 2.83276 0.65656 -0.46613  0.395
H -0.11862 0.10755 1.17507  0.099

LUMO energy in eV: 0.39
Net charge: 0
ΔE to the lowest compared entry with this formula, charge and spin in eV: 4.773

---

Entry 9:
Entry from the OMol25 dataset: a molecular structure, C4H6N2O (the ωB97M-V functional and the def2-TZVPD basis).

Last column: Mulliken charge in e.
CARTESIAN COORDINATES (ANGSTROEM)
C -0.56236 1.87539 0.74233  -1.094
C -0.01782 0.79330 -0.16410  0.363
C -0.17164 0.32963 -1.36402  -0.067
C 0.49261 -1.23882 -0.23000  0.472
H -0.90414 2.46071 0.00402  0.388
H 0.21958 2.30806 1.32595  0.286
H -1.65547 1.61540 1.24931  0.226
H -0.78066 0.77919 -2.30444  0.261
H 0.61520 -2.37435 1.39456  0.277
H 1.16628 -3.14199 -0.16046  0.254
N 0.08119 -0.93004 -1.49711  -0.569
N 1.01014 -2.29420 0.34873  -0.433
O 0.50708 -0.18228 0.65523  -0.363

LUMO energy in eV: 0.80
Net charge: 0
ΔE to the lowest compared entry with this formula, charge and spin in eV: 2.944

---

Entry 10:
Entry from the OMol25 dataset: a molecular structure, C4H6N2O (the ωB97M-V functional and the def2-TZVPD basis).

Last column: Mulliken charge in e.
CARTESIAN COORDINATES (ANGSTROEM)
N 1.44909 -1.21037 -1.05617  -0.635
C 1.04404 -0.19797 -0.44285  0.166
O 1.67910 0.86139 0.15787  -0.424
C 0.42461 1.35838 0.72843  -0.328
C -0.28977 0.17795 0.11671  1.038
C -1.60116 -0.11969 -0.44438  -0.953
N -1.00218 -0.86980 0.76403  -0.675
H 2.46176 -1.22911 -1.17398  0.284
H 0.44038 1.36932 1.81637  0.288
H 0.16357 2.33425 0.31074  0.247
H -1.56899 -0.57921 -1.43528  0.290
H -2.44492 -0.10331 0.21286  0.419
H -0.75553 -1.79182 0.44565  0.282

LUMO energy in eV: 1.04
Net charge: 0
ΔE to the lowest compared entry with this formula, charge and spin in eV: 3.918

---

no.,largest force on an atom (eV/A)
1,1.1
2,0.4
3,1.2
4,2.9
5,0.7
6,0.6
7,1.3
8,0.9
9,8.2
10,2.9